{"formula": "C2H4N2O3S", "method": "the ωB97M-V functional and the def2-TZVPD basis", "species": ["C", "C", "H", "H", "H", "H", "N", "N", "O", "O", "O", "S"], "coordinates": [[-0.6657, 0.7827, 0.4944], [-0.4270, -0.9770, -1.5081], [1.8135, 0.1930, 0.7893], [-0.0493, 1.0252, 2.4337], [-1.0178, -1.2665, -2.3971], [0.9284, -2.6112, 0.5913], [0.2524, 1.1290, 1.4559], [-0.1656, -2.0012, -0.7978], [1.6217, 1.1081, 1.1686], [-1.8533, 0.6046, 0.6938], [0.5089, -1.7298, 0.3473], [0.1285, 0.6292, -1.1012]], "lumo_energy_ev": 0.37, "charge": 0, "smiles": "O=C(NO)S/C=N\\O", "homo_ev": -9.581, "orbital_gap_ha": 0.3658}

---

{"formula": "C36H39Ge2N6O2SbTi", "method": "the ωB97M-V functional and the def2-TZVPD basis", "species": ["Ti", "C", "C", "C", "C", "C", "C", "N", "Sb", "C", "C", "C", "C", "C", "C", "N", "C", "C", "C", "C", "C", "C", "N", "H", "H", "H", "H", "H", "H", "H", "H", "H", "H", "H", "H", "H", "H", "H", "H", "H", "H", "C", "Ge", "C", "C", "Ge", "C", "C", "C", "C", "C", "C", "C", "C", "C", "C", "C", "C", "H", "H", "H", "H", "H", "H", "H", "H", "H", "H", "H", "H", "H", "H", "H", "H", "H", "H", "H", "O", "H", "H", "O", "N", "C", "C", "N", "C", "N"], "coordinates": [[-0.1400, -0.1391, 0.2319], [0.7717, -3.3510, -1.5275], [0.5803, -3.2863, -0.0501], [0.5384, -4.4471, 0.7084], [0.4854, -4.3744, 2.0810], [0.5562, -3.1277, 2.7037], [0.6118, -2.0004, 1.9187], [0.5614, -2.0856, 0.5622], [1.4943, -0.2675, 2.9840], [2.6197, 0.2304, 1.2099], [3.9524, 0.5392, 1.3513], [4.7231, 0.7455, 0.2105], [4.1371, 0.5581, -1.0207], [2.7894, 0.2385, -1.1186], [2.2199, -0.0404, -2.4777], [2.0218, 0.1356, -0.0105], [0.2455, 1.4613, 2.6415], [0.0905, 2.2735, 3.7453], [-0.6958, 3.4149, 3.6273], [-1.3328, 3.6487, 2.4292], [-1.1691, 2.7845, 1.3503], [-1.9731, 3.0405, 0.1071], [-0.3334, 1.7231, 1.4466], [0.2316, -4.1955, -1.9506], [0.4591, -2.4405, -2.0282], [1.8369, -3.5016, -1.7309], [0.5514, -5.4032, 0.2013], [0.4404, -5.2775, 2.6781], [0.5818, -3.0478, 3.7811], [4.3986, 0.6061, 2.3357], [5.7702, 1.0112, 0.2895], [4.7211, 0.6379, -1.9295], [2.8291, -0.8044, -2.9638], [1.1913, -0.3820, -2.4427], [2.2719, 0.8493, -3.1077], [0.5644, 2.0224, 4.6863], [-0.8329, 4.0851, 4.4675], [-1.9920, 4.4996, 2.3147], [-2.8507, 3.6298, 0.3665], [-1.4086, 3.6251, -0.6243], [-2.3314, 2.1188, -0.3455], [-3.1133, -1.3848, -4.9041], [-1.3635, -0.9774, -4.2225], [-0.0146, -2.2621, -4.6631], [-0.7538, 0.7999, -4.6252], [-1.9650, -1.0976, -1.6138], [-2.4302, -2.8941, -1.0669], [-2.5361, -3.8183, -2.1080], [-2.9899, -5.1109, -1.8704], [-3.3258, -5.4994, -0.5808], [-3.2013, -4.5943, 0.4685], [-2.7533, -3.3003, 0.2304], [-3.5909, -0.1136, -1.5639], [-3.6913, 1.0861, -2.2887], [-4.8827, 1.7917, -2.3448], [-5.9903, 1.3103, -1.6556], [-5.9091, 0.1259, -0.9245], [-4.7222, -0.5858, -0.8809], [-3.1025, -1.0223, -5.9374], [-3.9073, -0.8819, -4.3578], [-3.2903, -2.4584, -4.9053], [0.0596, -2.2125, -5.7549], [-0.2891, -3.2784, -4.3871], [0.9574, -2.0115, -4.2444], [-0.6892, 0.8318, -5.7187], [0.2411, 0.9884, -4.2312], [-1.4428, 1.5880, -4.3277], [-2.2768, -3.5427, -3.1247], [-3.0792, -5.8118, -2.6912], [-3.6862, -6.5038, -0.3943], [-3.4635, -4.8963, 1.4753], [-2.6585, -2.6234, 1.0707], [-2.8389, 1.4659, -2.8403], [-4.9564, 2.7022, -2.9261], [-6.9272, 1.8522, -1.6990], [-6.7818, -0.2457, -0.4027], [-4.6854, -1.5237, -0.3418], [-0.0558, 1.4149, -1.3427], [0.5174, 2.1917, -1.2745], [-0.7667, 1.6204, -1.9666], [-1.7375, -0.4071, 1.0375], [-2.8491, 0.2415, 1.4872], [-3.0537, 0.1140, 2.7378], [-4.2007, 0.8191, 3.2571], [-5.0785, 1.4193, 3.6912], [-2.1799, -0.6080, 3.6520], [-1.4360, -1.1630, 4.3247]], "lumo_energy_ev": [-9.97, -10.84], "charge": 3, "spin_multiplicity": 2, "s2": 0.800, "homo_ev": [-16.450, -16.558], "orbital_gap_ha": [0.2383, 0.2101]}

---

{"formula": "C27H31NO7S2", "method": "the ωB97M-V functional and the def2-TZVPD basis", "species": ["C", "O", "C", "O", "C", "C", "C", "C", "N", "C", "C", "C", "C", "C", "C", "H", "H", "H", "H", "H", "H", "H", "H", "H", "H", "H", "H", "H", "H", "H", "H", "H", "H", "H", "C", "O", "C", "C", "C", "C", "C", "C", "S", "O", "O", "C", "C", "C", "C", "C", "C", "S", "O", "O", "C", "C", "H", "H", "H", "H", "H", "H", "H", "H", "H", "H", "H", "H"], "coordinates": [[-3.6942, -0.7050, 2.7673], [-2.5257, -0.1006, 3.3554], [-1.5538, 0.1496, 2.4644], [-1.7206, -0.0530, 1.2706], [-0.3499, 0.7826, 3.1214], [-0.6544, 2.2594, 3.3988], [0.5607, 3.0630, 2.9363], [1.6026, 2.0471, 2.4665], [0.8574, 0.7925, 2.2792], [1.6390, -0.3629, 2.1795], [1.1891, -1.4955, 1.4630], [2.2134, -2.6168, 1.3023], [3.6102, -2.4466, 1.8858], [3.5512, -1.7828, 3.2419], [2.8954, -0.4069, 3.0740], [-4.4294, -0.7598, 3.5686], [-4.0671, -0.0879, 1.9439], [-3.4560, -1.7106, 2.4004], [-0.1720, 0.2117, 4.0575], [-1.5518, 2.5943, 2.8642], [-0.8456, 2.3539, 4.4686], [0.3041, 3.7372, 2.1105], [0.9768, 3.6714, 3.7466], [2.1146, 2.3376, 1.5361], [2.3745, 1.9556, 3.2550], [0.1131, -1.6912, 1.7387], [1.7776, -3.5368, 1.7020], [2.3965, -2.8324, 0.2490], [4.0974, -3.4242, 1.9377], [4.2228, -1.8504, 1.1977], [2.9559, -2.3967, 3.9261], [4.5470, -1.6963, 3.6869], [3.6554, 0.2902, 2.6914], [2.6962, -0.0017, 4.0767], [0.8978, 2.9390, -4.0549], [1.8543, 1.9125, -3.6766], [1.5195, 1.0091, -2.7238], [0.2611, 1.0138, -2.0786], [-0.0414, -0.0325, -1.2375], [0.7945, -1.1359, -1.0511], [0.2303, -2.2715, -0.3065], [-0.7115, -3.0833, -0.8929], [-0.9846, -4.7249, -0.1496], [0.3022, -5.3704, 0.0688], [-1.9451, -4.6093, 0.9212], [-1.7873, -5.3478, -1.6295], [-2.0122, -4.4432, -2.6584], [-2.6261, -4.8544, -3.8296], [-3.0454, -6.1747, -3.9539], [-2.8129, -7.0844, -2.9233], [-2.1771, -6.6757, -1.7537], [-1.3694, -2.7652, -2.5076], [-2.4528, -1.8141, -2.3833], [-0.3135, -2.5888, -3.4781], [2.0576, -1.1134, -1.6883], [2.4183, -0.0648, -2.5035], [1.4553, 3.5634, -4.7570], [0.0165, 2.4995, -4.5504], [0.5824, 3.5306, -3.1808], [-0.4898, 1.7831, -2.2535], [-0.9444, -0.0007, -0.6353], [0.4592, -2.9962, 0.5114], [-2.7537, -4.1199, -4.6152], [-3.5536, -6.4825, -4.8607], [-3.1291, -8.1170, -3.0190], [-1.9638, -7.3570, -0.9362], [2.7500, -1.9432, -1.5461], [3.3741, -0.0596, -3.0257]], "lumo_energy_ev": 0.17, "charge": 0, "smiles": "COc1ccc(C=C2S(=O)(=O)c3ccccc3S2(=O)=O)cc1.COC(=O)[C@@H]1CCCN1C1=CCCCC1", "homo_ev": -7.452, "orbital_gap_ha": 0.2802}

---

Taking the records one at a time from the top gives E values of -811.9083 -7116.8143 -2425.0308 a.u..
Taking the records one at a time from the top gives energy above the lowest of the compared OMol25 structures with the same formula, charge and spin values of 3.690 1.835 3.082 eV.